(1)
ORCA calculation (ωB97M-V/def2-TZVPD) on a structure of composition C17H21BCl3CuFN6Si.

Element x y z (Å)
Cu (-0.158, 0.004, 0.312)
B (2.511, -0.158, 2.558)
N (2.692, -0.064, 1.001)
C (3.898, 0.032, 0.432)
C (3.747, 0.134, -0.941)
C (2.374, 0.092, -1.134)
N (1.754, -0.030, 0.041)
N (1.007, -0.106, 3.007)
C (0.647, -0.090, 4.294)
C (-0.726, 0.072, 4.381)
C (-1.145, 0.149, 3.060)
N (-0.089, 0.035, 2.245)
H (2.989, -1.200, 2.944)
H (3.065, 0.802, 3.041)
H (4.788, 0.018, 1.039)
H (4.520, 0.229, -1.683)
H (1.808, 0.131, -2.051)
H (1.392, -0.184, 5.067)
H (-1.328, 0.130, 5.270)
H (-2.132, 0.291, 2.650)
C (-4.167, -1.116, -1.639)
Si (-3.101, -1.082, -0.097)
C (-2.086, -2.648, -0.035)
C (-4.234, -1.132, 1.404)
N (-1.990, 0.256, -0.142)
C (-2.410, 1.583, -0.141)
C (-3.751, 1.998, -0.053)
C (-4.116, 3.335, -0.030)
C (-3.158, 4.336, -0.098)
C (-1.825, 3.971, -0.219)
C (-1.495, 2.638, -0.250)
F (-0.173, 2.318, -0.392)
H (-4.763, -2.032, -1.661)
H (-3.548, -1.092, -2.540)
H (-4.855, -0.270, -1.689)
H (-2.754, -3.506, 0.083)
H (-1.392, -2.644, 0.812)
H (-1.511, -2.794, -0.952)
H (-4.981, -1.919, 1.271)
H (-4.771, -0.196, 1.576)
H (-3.674, -1.362, 2.314)
H (-4.526, 1.244, -0.010)
H (-5.164, 3.592, 0.051)
H (-3.438, 5.379, -0.053)
H (-1.035, 4.708, -0.287)
Cl (2.073, -6.404, -0.169)
C (0.605, -5.421, -0.044)
Cl (-0.034, -5.498, 1.602)
Cl (-0.608, -5.993, -1.195)
C (0.951, -4.034, -0.358)
N (1.240, -2.952, -0.606)

Output
- 2S+1 = 2
- DFT total energy (hartree) = -4424.25523
- ⟨S²⟩ = 0.76
- frontier orbital gap (alpha / beta) (eV) = 8.10 / 6.73

Atomic partial charges in e from the natural (NBO) method, atoms 1 to 2: 1.3540 0.1790

---

(2)
ORCA calculation (ωB97M-V/def2-TZVPD) on an isolated molecule of C17H21BrN2O5.

Element x y z (Å)
C (3.926, 0.019, -2.012)
C (3.310, -0.966, -2.995)
O (1.888, -0.814, -3.021)
C (1.156, -1.641, -2.281)
O (1.594, -2.564, -1.643)
C (-0.299, -1.222, -2.296)
C (-0.617, -0.567, -0.929)
C (-1.776, 0.424, -1.098)
O (-1.644, 1.405, -1.802)
N (-2.923, 0.160, -0.450)
C (-3.171, -0.957, 0.434)
C (-2.210, -2.086, 0.078)
N (-0.868, -1.542, 0.103)
C (-0.060, -1.883, 1.135)
O (-0.380, -2.735, 1.941)
C (1.282, -1.164, 1.283)
O (1.245, 0.238, 1.112)
C (0.287, 0.954, 1.784)
C (-0.427, 0.461, 2.868)
C (-1.411, 1.230, 3.466)
C (-1.670, 2.494, 2.973)
Br (-3.051, 3.546, 3.762)
C (-0.948, 3.007, 1.909)
C (0.037, 2.249, 1.300)
C (0.790, 2.789, 0.125)
H (5.008, -0.075, -2.029)
H (3.653, 1.036, -2.282)
H (3.572, -0.180, -1.002)
H (3.648, -0.764, -4.013)
H (3.552, -1.997, -2.718)
H (-0.454, -0.483, -3.082)
H (-0.931, -2.093, -2.462)
H (0.248, 0.048, -0.669)
H (-3.641, 0.867, -0.533)
H (-4.208, -1.282, 0.317)
H (-3.013, -0.656, 1.478)
H (-2.262, -2.893, 0.809)
H (-2.435, -2.477, -0.917)
H (1.967, -1.543, 0.519)
H (1.683, -1.432, 2.269)
H (-0.233, -0.524, 3.260)
H (-1.968, 0.842, 4.304)
H (-1.160, 3.998, 1.538)
H (0.236, 2.580, -0.793)
H (1.771, 2.327, 0.053)
H (0.905, 3.867, 0.208)

Output
- DFT total energy (hartree) = -3720.18243
- frontier orbital gap (eV) = 9.29

Atomic partial charges in e from the natural (NBO) method, atoms 1 to 2: -0.6289 -0.0823

---

(3)
ORCA calculation (ωB97M-V/def2-TZVPD) on an isolated molecule of C17H21BrN2O5S2 at a distorted geometry.

Element x y z (Å)
C (-0.981, 0.907, 4.441)
O (-1.539, 0.394, 3.252)
C (-1.386, 1.072, 2.072)
C (-2.333, 0.778, 1.099)
C (-2.272, 1.334, -0.163)
C (-1.282, 2.254, -0.467)
C (-1.159, 2.843, -1.846)
C (0.220, 2.534, -2.450)
N (0.578, 1.150, -2.235)
C (1.521, 0.781, -1.359)
O (2.318, 1.529, -0.828)
C (1.523, -0.735, -1.096)
N (0.355, -1.088, -0.314)
C (0.545, -1.394, 1.081)
S (-0.850, -1.871, -1.115)
O (-1.965, -2.044, -0.247)
O (-1.027, -1.213, -2.379)
C (-0.184, -3.482, -1.474)
C (0.357, -3.935, -2.639)
C (0.849, -5.253, -2.537)
C (0.671, -5.757, -1.284)
Br (1.177, -7.455, -0.690)
S (-0.106, -4.640, -0.208)
C (-0.345, 2.572, 0.507)
C (-0.347, 1.967, 1.755)
O (0.646, 2.172, 2.681)
C (1.777, 2.918, 2.291)
H (0.098, 0.746, 4.489)
H (-1.188, 1.974, 4.553)
H (-1.467, 0.358, 5.248)
H (-3.101, 0.065, 1.349)
H (-3.000, 1.049, -0.906)
H (-1.295, 3.927, -1.819)
H (-1.935, 2.418, -2.484)
H (1.000, 3.137, -1.981)
H (0.214, 2.742, -3.525)
H (-0.107, 0.452, -2.509)
H (1.492, -1.269, -2.049)
H (2.434, -1.004, -0.557)
H (-0.436, -1.591, 1.507)
H (1.196, -2.266, 1.226)
H (0.983, -0.533, 1.582)
H (0.377, -3.345, -3.536)
H (1.306, -5.798, -3.342)
H (0.430, 3.281, 0.266)
H (1.530, 3.975, 2.149)
H (2.482, 2.826, 3.116)
H (2.226, 2.519, 1.377)

Output
- DFT total energy (hartree) = -4516.47097
- frontier orbital gap (eV) = 8.06

Atomic partial charges in e from the natural (NBO) method, atoms 1 to 2: -0.2396 -0.5095

---

(4)
ORCA calculation (ωB97M-V/def2-TZVPD) on a structure of composition C17H21ClF3N3O5S at a distorted geometry.

Element x y z (Å)
C (2.474, 4.365, 5.177)
C (2.684, 4.582, 3.651)
H (2.369, 5.588, 3.227)
H (3.783, 4.614, 3.520)
O (1.902, 3.752, 3.017)
C (2.344, 3.773, 1.711)
O (3.140, 4.546, 1.284)
N (1.556, 2.941, 0.857)
C (0.868, 1.855, 1.478)
H (0.719, 1.908, 2.596)
H (0.065, 1.730, 0.881)
C (1.705, 0.604, 1.191)
N (1.669, 0.300, -0.053)
C (1.194, -0.541, -1.058)
O (1.203, -0.395, -2.225)
C (0.253, -1.545, -0.298)
N (-1.064, -1.644, -1.149)
C (-1.887, -2.630, -1.003)
C (-2.053, -3.651, -2.180)
C (-2.839, -4.673, -1.866)
C (-3.882, -4.528, -0.814)
C (-3.555, -3.598, 0.148)
C (-2.722, -2.616, -0.088)
Cl (-2.577, -1.376, 1.169)
H (-4.531, -3.403, 0.732)
H (-4.614, -5.456, -0.760)
C (-3.100, -5.761, -2.745)
F (-4.093, -6.425, -3.036)
F (-2.751, -5.294, -4.049)
F (-1.992, -6.700, -2.659)
H (-1.314, -3.585, -2.978)
S (-1.779, 0.023, -1.711)
O (-3.099, -0.240, -1.645)
O (-1.126, 0.965, -0.816)
C (-1.297, 0.113, -3.370)
H (-0.099, -0.062, -3.713)
H (-1.958, -0.582, -4.048)
H (-1.402, 0.919, -3.677)
H (-0.116, -1.255, 0.595)
H (0.809, -2.463, -0.429)
C (2.641, 1.191, -0.654)
H (2.998, 1.133, -1.731)
C (1.894, 2.722, -0.423)
H (2.385, 3.532, -0.725)
H (0.911, 2.744, -1.044)
H (3.474, 1.287, -0.280)
H (1.098, -0.500, 1.796)
H (2.555, 0.392, 1.799)
H (2.752, 3.529, 5.349)
H (3.060, 5.290, 5.792)
H (1.345, 4.525, 5.256)

Output
- DFT total energy (hartree) = -2358.33845
- frontier orbital gap (eV) = 8.47

Atomic partial charges in e from the natural (NBO) method, atoms 1 to 2: -0.5491 -0.0745

---

(5)
ORCA calculation (ωB97M-V/def2-TZVPD) on an isolated molecule of C17H21ClF6IO9PS at a distorted geometry.

Element x y z (Å)
C (-3.384, 2.410, 4.164)
O (-2.189, 2.544, 3.266)
C (-2.346, 1.367, 2.352)
C (-0.872, 0.872, 1.717)
C (-0.101, 0.179, 2.970)
C (1.428, 0.648, 3.279)
O (2.448, 0.734, 2.428)
I (1.936, 1.162, 5.392)
C (-1.293, -0.126, 0.480)
P (-2.039, -1.809, 0.971)
O (-2.431, -1.974, 2.652)
Cl (-4.005, -1.960, 0.053)
C (-0.202, -0.198, -0.778)
C (-1.041, -0.797, -2.048)
C (-0.652, -2.243, -2.640)
C (-1.874, -2.617, -3.731)
C (-0.590, -3.520, -1.640)
C (1.214, -0.919, -0.439)
O (1.317, -1.596, 0.739)
C (2.536, -1.041, -1.414)
F (2.247, -0.709, -2.859)
F (2.762, -2.542, -1.482)
C (3.934, -0.461, -0.847)
F (4.192, -0.844, 0.592)
F (5.016, -1.209, -1.600)
C (4.293, 1.100, -0.991)
F (3.850, 1.988, 0.134)
F (5.806, 1.180, -0.924)
C (3.898, 1.872, -2.370)
O (4.413, 1.411, -3.533)
O (3.015, 3.078, -2.408)
C (0.194, 1.359, -1.255)
O (0.900, 2.129, -0.234)
S (-0.144, 2.466, 1.060)
O (-1.352, 3.278, 0.444)
O (0.462, 3.423, 2.110)
H (-3.551, 3.378, 4.831)
H (-3.293, 1.511, 4.913)
H (-4.388, 2.260, 3.550)
H (-2.860, 0.548, 3.006)
H (-3.108, 1.689, 1.527)
H (-0.041, -1.011, 2.886)
H (-0.717, 0.366, 3.976)
H (-2.214, 0.451, -0.026)
H (-3.403, -1.735, 2.831)
H (-2.208, -0.818, -1.794)
H (-0.977, -0.032, -2.965)
H (0.323, -2.290, -3.320)
H (-2.329, -1.605, -4.163)
H (-1.503, -3.355, -4.560)
H (-2.743, -3.070, -3.049)
H (0.107, -4.340, -2.156)
H (-1.632, -4.075, -1.466)
H (-0.142, -3.339, -0.578)
H (3.253, 3.657, -3.203)
H (-0.821, 1.817, -1.631)
H (0.903, 1.356, -2.216)

Output
- DFT total energy (hartree) = -3433.65394
- frontier orbital gap (eV) = 8.08

Atomic partial charges in e from the natural (NBO) method, atoms 1 to 2: -0.2925 -0.5471

---

(6)
ORCA calculation (ωB97M-V/def2-TZVPD) on a structure of composition C17H21CrF4N2O2SeSi.

Element x y z (Å)
Cr (-0.379, -0.113, -0.729)
N (-0.399, 1.661, 0.560)
C (-1.759, 1.782, 1.091)
C (-2.795, 1.143, 0.166)
O (-3.975, 1.489, 0.289)
O (-2.352, 0.256, -0.641)
H (0.293, 1.665, 1.303)
H (-0.198, 2.327, -0.178)
H (-2.069, 2.801, 1.318)
H (-1.797, 1.204, 2.020)
C (3.855, 0.748, 3.100)
C (3.889, -0.637, 2.989)
C (2.717, -1.303, 2.707)
C (1.530, -0.583, 2.532)
N (1.497, 0.743, 2.668)
C (2.637, 1.377, 2.933)
C (0.267, -1.337, 2.290)
C (-0.086, -2.196, 3.340)
C (-1.224, -2.982, 3.276)
C (-2.016, -2.900, 2.136)
C (-1.654, -2.048, 1.104)
C (-0.501, -1.237, 1.115)
H (4.749, 1.328, 3.292)
H (4.820, -1.181, 3.090)
H (2.698, -2.376, 2.569)
H (2.567, 2.459, 3.019)
H (0.546, -2.234, 4.225)
H (-1.487, -3.637, 4.100)
H (-2.915, -3.502, 2.048)
H (-2.304, -2.005, 0.235)
C (3.528, -1.870, -3.438)
Si (3.158, -0.238, -2.546)
C (4.869, 0.553, -2.251)
C (2.292, 0.901, -3.770)
Se (2.180, -0.512, -0.554)
H (4.158, -1.713, -4.324)
H (2.591, -2.338, -3.746)
H (4.043, -2.557, -2.759)
H (5.495, 0.505, -3.152)
H (5.391, 0.046, -1.433)
H (4.752, 1.605, -1.969)
H (2.907, 1.017, -4.673)
H (2.127, 1.887, -3.324)
H (1.314, 0.502, -4.036)
F (-0.705, -2.990, -1.686)
C (-0.610, -1.674, -2.144)
F (-1.748, -1.559, -2.914)
F (0.368, -1.786, -3.116)
F (-0.227, 1.130, -2.073)

Output
- total charge = -2
- 2S+1 = 2
- DFT total energy (hartree) = -5055.39943
- ⟨S²⟩ = 0.76
- frontier orbital gap (alpha / beta) (eV) = 6.05 / 5.84

Atomic partial charges in e from the natural (NBO) method, atoms 1 to 2: 0.9965 -0.8264

---

(7)
ORCA calculation (ωB97M-V/def2-TZVPD) on a structure of composition C17H21CrN8O2S5Se at a distorted geometry.

Element x y z (Å)
Cr (7.900, -3.144, 15.216)
C (11.411, -3.078, 17.764)
C (10.155, -3.385, 17.030)
N (9.525, -2.495, 16.339)
N (9.893, -1.177, 16.213)
C (8.785, -0.477, 16.091)
N (8.964, 0.810, 15.837)
S (7.122, -1.066, 16.272)
C (9.469, -4.683, 17.114)
C (9.975, -5.837, 17.712)
C (9.185, -6.972, 17.758)
C (7.911, -6.974, 17.202)
C (7.465, -5.823, 16.615)
N (8.221, -4.719, 16.580)
H (11.756, -2.105, 17.448)
H (12.167, -3.827, 17.541)
H (11.204, -3.109, 18.836)
H (9.907, 1.153, 15.893)
H (8.205, 1.456, 15.899)
H (10.977, -5.822, 18.124)
H (9.554, -7.873, 18.223)
H (7.286, -7.861, 17.214)
H (6.497, -5.710, 16.131)
O (6.591, -8.001, 10.550)
C (6.829, -7.174, 11.384)
S (8.467, -6.726, 11.929)
C (7.990, -5.469, 13.050)
C (6.652, -5.249, 13.203)
S (5.920, -4.004, 14.232)
S (5.575, -6.249, 12.250)
S (9.259, -4.510, 13.810)
N (9.475, -1.342, 12.045)
C (8.208, -1.462, 12.536)
N (7.191, -1.120, 11.719)
O (8.007, -1.770, 13.711)
H (9.600, -1.403, 11.049)
H (10.137, -1.887, 12.582)
H (7.338, -0.936, 10.746)
H (6.259, -1.295, 12.047)
C (5.313, -0.347, 18.987)
N (4.627, -1.520, 18.478)
C (3.348, -1.500, 17.945)
C (2.994, -2.781, 17.704)
N (4.063, -3.575, 18.079)
C (4.091, -5.019, 18.008)
C (5.070, -2.799, 18.552)
Se (6.708, -3.375, 19.188)
H (4.658, 0.204, 19.662)
H (5.609, 0.298, 18.155)
H (6.205, -0.675, 19.518)
H (2.819, -0.577, 17.790)
H (2.109, -3.201, 17.261)
H (3.140, -5.421, 18.382)
H (4.902, -5.368, 18.633)
H (4.233, -5.370, 16.981)

Output
- 2S+1 = 4
- DFT total energy (hartree) = -6685.93002
- ⟨S²⟩ = 3.81
- frontier orbital gap (alpha / beta) (eV) = 6.42 / 6.21

Atomic partial charges in e from the natural (NBO) method, atoms 1 to 2: 0.9680 -0.6731

---

(8)
ORCA calculation (ωB97M-V/def2-TZVPD) on a cluster of 2 separate species, C17H21FNO2 in total at a distorted geometry.

Element x y z (Å)
C (2.427, -0.438, 2.567)
C (2.421, 0.399, 1.174)
O (1.899, -0.376, 0.060)
C (0.477, -0.358, 0.005)
O (-0.115, 0.758, -0.023)
C (-0.343, -1.732, -0.078)
C (-1.944, -1.527, -0.133)
C (-2.685, -1.907, 1.245)
C (-3.628, -0.759, 1.826)
C (-3.108, 0.716, 2.010)
C (-4.000, 1.841, 2.617)
N (-5.357, 1.532, 3.026)
C (-5.955, 0.213, 2.863)
C (-5.132, -0.985, 2.261)
F (-5.755, -2.270, 2.115)
H (1.659, -0.048, 3.321)
H (3.476, -0.296, 3.039)
H (2.333, -1.566, 2.352)
H (3.538, 0.593, 0.932)
H (1.949, 1.430, 1.310)
H (0.013, -2.444, 0.741)
H (-0.040, -2.224, -1.084)
H (-2.325, -2.277, -0.930)
H (-2.268, -0.486, -0.478)
H (-1.847, -2.064, 2.033)
H (-3.295, -2.888, 1.198)
H (-2.039, 0.975, 1.707)
H (-3.583, 2.893, 2.765)
H (-5.912, 2.297, 3.453)
H (-7.040, 0.023, 3.181)
C (3.208, 0.424, -2.622)
C (2.528, 0.484, -3.834)
C (3.166, 0.979, -4.968)
C (4.489, 1.405, -4.891)
C (5.170, 1.342, -3.679)
C (4.529, 0.855, -2.544)
H (2.709, 0.041, -1.736)
H (1.498, 0.145, -3.896)
H (2.633, 1.031, -5.911)
H (4.988, 1.786, -5.775)
H (6.202, 1.673, -3.620)
H (5.060, 0.811, -1.598)

Output
- total charge = +1
- DFT total energy (hartree) = -965.04325
- frontier orbital gap (eV) = 5.54

Atomic partial charges in e from the natural (NBO) method, atoms 1 to 2: -0.6659 -0.0911